Entry 1:
{"formula": "C33H68ClF3IN2O10S3", "method": "ωB97M-V/def2-TZVPD", "e_homo_ev": -10.3, "multiplicity": 1, "gap_ev": 4.707, "total_charge": 1, "symbols": ["C", "C", "C", "C", "C", "C", "S", "C", "F", "C", "C", "C", "C", "N", "C", "C", "C", "C", "C", "S", "O", "O", "Cl", "N", "C", "I", "C", "C", "C", "C", "F", "S", "O", "O", "F", "H", "H", "H", "H", "H", "H", "H", "H", "H", "H", "H", "H", "H", "H", "H", "H", "H", "H", "H", "H", "H", "H", "H", "H", "H", "H", "H", "H", "H", "H", "H", "H", "H", "H", "H", "H", "H", "H", "H", "H", "C", "O", "C", "C", "O", "C", "C", "O", "C", "H", "H", "H", "H", "H", "H", "H", "H", "H", "H", "H", "H", "H", "H", "C", "O", "C", "C", "O", "C", "C", "O", "C", "H", "H", "H", "H", "H", "H", "H", "H", "H", "H", "H", "H", "H", "H"], "xyz": [[2.7552, -1.3037, 4.2314], [1.5110, -1.6489, 3.4108], [1.2378, -0.9487, 2.0482], [1.3582, 0.5664, 2.2793], [0.4335, 1.1046, 3.3871], [-0.2534, 2.4229, 3.0416], [0.8244, 3.7016, 2.3284], [-0.2478, -1.3158, 1.6538], [-0.9513, -1.6890, 2.7995], [-1.1358, -0.2829, 0.9418], [-2.5187, -0.1047, 1.5730], [-3.3144, 0.9102, 0.7532], [-4.7354, 1.2089, 1.3108], [-5.1866, 0.4966, 2.4935], [-0.1113, -2.6686, 0.9196], [-1.2045, -3.0945, -0.0325], [-1.4690, -4.5966, -0.1263], [-2.0590, -5.2149, 1.1527], [-3.5587, -5.5065, 1.0758], [-4.5920, -4.1306, 1.5460], [-5.8653, -4.6142, 1.9465], [-3.8535, -3.2280, 2.3717], [-4.8138, -3.1886, -0.2555], [1.3458, -2.8135, 0.4182], [1.4270, -3.2042, -1.0447], [2.0605, -4.6501, 1.3481], [2.1457, -1.5239, 0.8756], [3.6021, -1.9329, 1.2027], [4.8579, -1.0318, 1.2779], [4.9538, 0.1953, 2.1537], [5.2689, -0.6845, 0.0042], [2.2192, -0.4414, -0.6552], [3.1350, -1.0032, -1.5712], [0.9066, -0.0866, -1.0471], [2.8985, 0.8159, -0.0659], [3.6572, -1.8359, 3.9394], [2.5615, -1.5940, 5.2630], [2.9735, -0.2390, 4.2525], [0.6633, -1.4237, 4.0428], [1.4723, -2.7350, 3.3043], [1.1276, 1.1171, 1.3764], [2.3836, 0.8195, 2.5250], [1.0137, 1.2707, 4.2970], [-0.3453, 0.3909, 3.6550], [-1.0782, 2.2712, 2.3453], [-0.6891, 2.8308, 3.9512], [1.9827, 3.2237, 2.7936], [-0.6808, 0.7013, 0.8953], [-1.2857, -0.5740, -0.0905], [-2.4200, 0.2603, 2.5948], [-3.0657, -1.0442, 1.5744], [-2.7450, 1.8396, 0.6774], [-3.4241, 0.5063, -0.2568], [-4.8018, 2.2716, 1.5431], [-5.4714, 1.0247, 0.5299], [-5.2787, -0.4991, 2.3562], [-4.6291, 0.6794, 3.3138], [-0.1640, -3.3488, 1.7662], [-1.0975, -2.6599, -1.0258], [-2.1054, -2.6297, 0.3722], [-0.5806, -5.1559, -0.4225], [-2.1759, -4.7265, -0.9460], [-1.8765, -4.5921, 2.0296], [-1.5770, -6.1708, 1.3567], [-3.8777, -5.8264, 0.0876], [-3.8432, -6.2678, 1.8028], [1.0096, -4.1985, -1.1505], [0.8604, -2.5028, -1.6416], [2.4635, -3.2327, -1.3464], [3.8770, -2.6715, 0.4468], [3.5799, -2.4685, 2.1433], [5.6182, -1.7274, 1.6443], [4.3270, 1.0171, 1.8300], [5.9830, 0.5437, 2.0690], [4.8014, -0.0435, 3.2005], [3.1170, 5.9653, 0.0703], [2.5013, 7.1587, -0.3417], [1.1177, 7.0115, -0.6126], [0.3453, 8.2613, -0.2622], [0.1478, 8.4554, 1.1261], [1.2462, 8.8985, 1.9042], [1.6162, 10.3487, 1.6995], [2.3103, 10.5338, 0.4801], [2.0916, 11.7974, -0.1047], [3.1447, 5.2221, -0.7369], [4.1374, 6.2059, 0.3639], [2.5900, 5.5336, 0.9304], [0.7047, 6.1666, -0.0482], [0.9829, 6.8099, -1.6842], [-0.6608, 8.1391, -0.6702], [0.7953, 9.1373, -0.7343], [2.1210, 8.2583, 1.7661], [0.9103, 8.7940, 2.9382], [2.2596, 10.6619, 2.5333], [0.7053, 10.9584, 1.7209], [1.0211, 12.0013, -0.2228], [2.5571, 11.7849, -1.0882], [2.5408, 12.6017, 0.4889], [-3.5247, -2.7021, -6.5593], [-2.2469, -3.1206, -6.1279], [-1.8353, -2.5295, -4.9166], [-0.9549, -3.4698, -4.1255], [-1.6419, -4.5372, -3.4897], [-2.1329, -5.5942, -4.3077], [-1.0649, -6.5007, -4.8727], [-0.3816, -5.8806, -5.9418], [0.9580, -6.2970, -6.0762], [-3.5251, -1.6482, -6.8568], [-3.7893, -3.3107, -7.4209], [-4.2764, -2.8506, -5.7755], [-2.7031, -2.2479, -4.3068], [-1.2570, -1.6194, -5.1303], [-0.5276, -2.8842, -3.3036], [-0.1299, -3.8359, -4.7406], [-2.7750, -5.2121, -5.1024], [-2.7496, -6.1980, -3.6378], [-1.5508, -7.4177, -5.2318], [-0.3621, -6.7761, -4.0753], [1.5080, -6.1772, -5.1342], [1.4187, -5.6675, -6.8344], [1.0280, -7.3427, -6.3944]]}

***

Entry 2:
{"formula": "C6H8EuLiO6", "method": "ωB97M-V/def2-TZVPD", "e_homo_ev": [-3.9, -8.8], "multiplicity": 9, "gap_ev": [3.823, 8.654], "relative_energy_ev": 0.535, "symbols": ["Eu", "O", "O", "C", "C", "O", "C", "H", "H", "H", "H", "Li", "O", "O", "C", "C", "O", "C", "H", "H", "H", "H"], "xyz": [[-0.2900, -0.6490, -1.5661], [0.0909, -0.1777, 0.6868], [-2.4137, 0.4742, 1.7565], [-3.3774, -0.3705, 1.1037], [-3.2197, 0.0055, -0.3554], [-1.8985, 0.5940, -0.3911], [-1.4322, 0.8468, 0.9175], [-3.1091, -1.4194, 1.2886], [-4.3666, -0.1395, 1.5098], [-3.8888, 0.7806, -0.7446], [-3.3422, -0.8527, -1.0249], [0.1192, 2.1721, 1.4350], [1.7500, 1.2349, 1.2818], [2.2013, -0.8862, 0.6096], [3.3457, -0.6332, -0.1971], [2.8050, -0.0705, -1.5238], [1.5419, 0.4664, -1.2232], [1.3840, 0.2253, 0.6288], [3.9644, 0.1254, 0.3042], [3.9100, -1.5654, -0.3109], [2.7405, -0.8705, -2.2807], [3.4850, 0.7094, -1.9047]]}

***

Entry 3:
{"formula": "C8H32O8", "method": "ωB97M-V/def2-TZVPD", "e_homo_ev": [-12.2, -12.2], "multiplicity": 2, "gap_ev": [9.715, 2.861], "relative_energy_ev": 2.443, "total_charge": 1, "symbols": ["C", "O", "H", "H", "H", "H", "C", "O", "H", "H", "H", "H", "C", "O", "H", "H", "H", "H", "C", "O", "H", "H", "H", "H", "C", "O", "H", "H", "H", "H", "C", "O", "H", "H", "H", "H", "C", "O", "H", "H", "H", "H", "C", "O", "H", "H", "H", "H"], "xyz": [[2.6462, 3.4084, 2.3071], [1.8121, 2.6323, 1.4500], [3.3505, 2.8290, 2.9042], [3.3086, 4.0569, 1.7338], [2.0858, 4.0103, 3.0225], [2.2484, 2.6702, 0.5957], [2.8035, -2.3388, -0.0596], [1.5972, -2.2182, 0.6112], [3.6193, -2.6803, 0.5776], [2.6708, -3.0620, -0.8642], [3.0378, -1.3648, -0.4892], [1.1011, -1.7000, -0.0267], [-0.6497, -1.1434, 3.3408], [-1.9094, -1.3827, 3.8655], [-0.1330, -2.0916, 3.1931], [-0.7884, -0.7071, 2.3516], [-0.0058, -0.5219, 3.9631], [-2.3355, -2.0293, 3.2981], [-3.9887, -0.3756, -1.7722], [-4.8087, -1.4707, -1.3877], [-3.1367, -0.3008, -1.0964], [-3.6499, -0.4163, -2.8074], [-4.5531, 0.5349, -1.5708], [-5.3331, -1.3556, -0.5919], [3.1210, -0.2100, 2.6728], [4.4020, -0.4368, 3.2206], [2.6016, 0.4794, 3.3384], [3.1042, 0.2945, 1.7068], [2.4899, -1.0978, 2.7151], [4.2333, -0.8529, 4.0691], [-1.0807, -2.2522, -4.5374], [-1.3260, -2.0633, -3.1447], [-0.7402, -1.2919, -4.9248], [-0.3745, -3.0439, -4.7873], [-2.0167, -2.3833, -5.0804], [-1.9112, -2.7808, -2.8909], [0.1684, 0.3157, -0.8931], [0.3498, -0.9809, -1.4425], [-0.0209, 1.0626, -1.6640], [-0.7505, 0.3362, -0.3072], [1.0772, 0.5110, -0.3238], [-0.3075, -1.1258, -2.1271], [-2.0180, 3.6143, -1.7050], [-2.4802, 2.6233, -0.7883], [-2.7183, 3.7613, -2.5273], [-1.8347, 4.5051, -1.1042], [-1.0149, 3.3335, -2.0259], [-1.9424, 2.7001, 0.0032]]}

***

no.,molar mass (g/mol)
1,968.463
2,335.029
3,256.336